Entry 1:
Computed, not measured: a single C8H17N4PS molecule, with the ωB97M-V functional and the def2-TZVPD basis.

## Properties
M ... 232.29 g mol⁻¹
SMILES string ... CC[C@@H](C)[P@@](=S)(CC)/N=C(/N)NC#N
HOMO ... -8.2 eV
Net charge ... 0
Energy relative to the best compared isomer or geometry (same formula, charge and spin) ... 44.3 kcal/mol
Total energy ... -1273.5925 hartree

CARTESIAN COORDINATES (ANGSTROEM)
C (2.652, -1.150, 1.014)
C (1.208, -1.356, 1.310)
C (0.584, 0.149, 1.300)
C (1.354, 1.304, 1.911)
P (-0.019, 0.615, -0.443)
S (-0.910, 2.487, -0.065)
C (1.143, 0.844, -1.825)
C (0.410, 1.568, -3.029)
N (-1.038, -0.609, -0.953)
C (-2.204, -0.859, -0.426)
N (-2.694, -2.095, -0.725)
N (-2.973, 0.004, 0.342)
C (-3.957, -0.423, 1.179)
N (-4.926, -0.706, 1.744)
H (2.849, -0.507, 0.105)
H (3.182, -0.715, 1.867)
H (3.276, -1.988, 0.867)
H (1.147, -1.718, 2.308)
H (0.827, -2.137, 0.615)
H (-0.412, 0.091, 1.680)
H (0.892, 2.226, 1.671)
H (1.395, 1.206, 3.035)
H (2.288, 1.236, 1.468)
H (2.049, 1.443, -1.354)
H (1.508, -0.088, -2.255)
H (1.250, 1.867, -3.652)
H (-0.183, 0.885, -3.633)
H (-0.091, 2.465, -2.607)
H (-2.259, -2.774, -1.315)
H (-3.656, -2.288, -0.543)
H (-2.694, 1.021, 0.408)

Mulliken population analysis, charges in e, atoms 1 to 8: atom 1 (C): -1.25, atom 2 (C): -0.31, atom 3 (C): 0.03, atom 4 (C): -1.54, atom 5 (P): 0.34, atom 6 (S): -0.54, atom 7 (C): -0.45, atom 8 (C): -1.21

Entry 2:
Computed, not measured: a single C8H17N5O3 molecule, with the ωB97M-V functional and the def2-TZVPD basis.

## Properties
M ... 231.26 g mol⁻¹
SMILES string ... [H]/N=C(/N)NCCC[C@H](N)C(=O)NCC(=O)O
HOMO ... -9.5 eV
Net charge ... 0
Energy relative to the best compared isomer or geometry (same formula, charge and spin) ... 64.1 kcal/mol
Total energy ... -814.5065 hartree

CARTESIAN COORDINATES (ANGSTROEM)
H (-4.607, 0.278, -0.287)
N (-4.808, -0.728, -0.169)
C (-3.657, -1.312, -0.172)
N (-3.529, -2.715, 0.033)
N (-2.386, -0.685, -0.333)
C (-2.504, 0.719, -0.744)
C (-1.017, 1.061, -0.784)
C (-0.403, 0.879, 0.617)
C (1.009, 1.600, 0.752)
N (0.828, 2.987, 0.108)
C (1.998, 0.641, 0.174)
O (2.222, 0.692, -1.097)
N (2.756, -0.155, 1.006)
C (3.059, -1.595, 0.529)
C (4.383, -1.413, -0.371)
O (5.285, -2.196, -0.193)
O (4.292, -0.453, -1.300)
H (-2.732, -2.918, 0.694)
H (-4.481, -3.012, 0.421)
H (-1.836, -1.283, -0.978)
H (-2.916, 0.969, -1.717)
H (-2.918, 1.322, 0.093)
H (-0.515, 0.433, -1.479)
H (-0.950, 2.053, -1.034)
H (-1.009, 1.459, 1.367)
H (-0.563, -0.050, 1.124)
H (1.130, 1.624, 1.823)
H (1.160, 2.829, -0.811)
H (1.539, 3.545, 0.553)
H (2.294, -0.158, 1.920)
H (2.159, -2.095, 0.034)
H (3.268, -2.265, 1.374)
H (3.449, -0.056, -1.153)

Mulliken population analysis, charges in e, atoms 1 to 8: atom 1 (H): 0.32, atom 2 (N): -0.78, atom 3 (C): 0.45, atom 4 (N): -0.57, atom 5 (N): -0.12, atom 6 (C): -1.05, atom 7 (C): -0.90, atom 8 (C): -0.69

Entry 3:
Computed, not measured: a single C8H17NO2 molecule, with the ωB97M-V functional and the def2-TZVPD basis.

## Properties
M ... 159.23 g mol⁻¹
SMILES string ... CC[C@@]1(C)OCC(C)(C)N1O
HOMO ... -7.7 eV
Net charge ... 0
Energy relative to the best compared isomer or geometry (same formula, charge and spin) ... 80.5 kcal/mol
Total energy ... -520.1338 hartree

CARTESIAN COORDINATES (ANGSTROEM)
C (2.163, -1.819, 0.603)
C (2.130, -0.585, -0.404)
C (0.683, -0.183, -0.845)
C (0.868, 0.687, -2.123)
O (-0.302, -1.232, -0.905)
C (-1.165, -1.262, 0.191)
C (-1.307, 0.268, 0.438)
C (-1.584, 0.589, 1.968)
C (-2.218, 1.088, -0.599)
N (0.126, 0.656, 0.153)
O (0.617, 1.928, 0.452)
H (1.438, -1.733, 1.400)
H (3.195, -1.963, 0.912)
H (1.922, -2.792, 0.078)
H (2.838, -0.834, -1.219)
H (2.625, 0.225, 0.115)
H (1.476, 0.125, -2.858)
H (1.520, 1.520, -1.973)
H (-0.129, 0.980, -2.607)
H (-0.790, -1.824, 1.088)
H (-2.142, -1.667, -0.068)
H (-2.699, 0.733, 2.204)
H (-1.175, 1.492, 2.403)
H (-1.210, -0.236, 2.527)
H (-3.232, 1.003, -0.150)
H (-2.083, 2.160, -0.608)
H (-2.182, 0.730, -1.619)
H (0.616, 1.947, 1.449)

Mulliken population analysis, charges in e, atoms 1 to 8: atom 1 (C): -1.09, atom 2 (C): -0.85, atom 3 (C): 0.92, atom 4 (C): -1.49, atom 5 (O): -0.49, atom 6 (C): -0.88, atom 7 (C): 1.33, atom 8 (C): -1.49

Entry 4:
Computed, not measured: a molecular structure, C8H17NO5PbS2, with the ωB97M-V functional and the def2-TZVPD basis.

## Properties
M ... 478.56 g mol⁻¹
HOMO ... -14.8 eV
Net charge ... +2
Total energy ... -1734.4640 hartree

CARTESIAN COORDINATES (ANGSTROEM)
O (-1.012, 2.041, 1.812)
C (-1.451, 1.450, 0.931)
N (-1.515, 1.968, -0.375)
C (-0.247, 1.798, -1.095)
C (1.001, 2.438, -0.385)
C (2.271, 1.963, -1.205)
C (3.057, 0.810, -0.457)
S (2.790, -0.878, -1.081)
O (3.907, -1.720, -0.814)
O (1.626, -1.479, -0.299)
O (2.379, -0.964, -2.627)
O (-1.972, 0.182, 1.255)
C (-2.000, -0.692, 0.104)
C (-2.207, -2.219, 0.498)
C (-2.275, -2.463, 2.038)
S (-4.006, -2.251, 2.655)
H (-2.323, 1.625, -0.884)
H (-0.011, 0.743, -1.380)
H (-0.352, 2.350, -2.059)
H (0.986, 3.543, -0.474)
H (1.152, 2.150, 0.672)
H (1.975, 1.661, -2.235)
H (2.988, 2.802, -1.347)
H (4.159, 0.980, -0.447)
H (2.737, 0.840, 0.607)
H (2.784, -0.197, -3.079)
H (-2.787, -0.324, -0.579)
H (-0.985, -0.640, -0.371)
H (-3.073, -2.612, -0.070)
H (-1.306, -2.806, 0.114)
H (-1.558, -1.826, 2.628)
H (-1.980, -3.530, 2.225)
H (-3.870, -2.685, 3.954)
Pb (1.114, -2.058, 1.772)

Mulliken population analysis, charges in e, atoms 1 to 8: atom 1 (O): -0.40, atom 2 (C): 0.38, atom 3 (N): -0.23, atom 4 (C): -0.64, atom 5 (C): -0.58, atom 6 (C): -0.60, atom 7 (C): -0.58, atom 8 (S): 1.15

Entry 5:
Computed, not measured: 2 unconnected molecules or ions with the total composition C8H17P, with the ωB97M-V functional and the def2-TZVPD basis.

## Properties
M ... 144.20 g mol⁻¹
HOMO (spin up / spin down) ... -8.3 / -7.5 eV
Net charge ... 0
Energy relative to the best compared isomer or geometry (same formula, charge and spin) ... 28.1 kcal/mol
Total energy ... -656.2430 hartree

CARTESIAN COORDINATES (ANGSTROEM)
C (2.020, 0.973, -4.035)
C (2.018, -0.147, -3.231)
C (3.034, -1.225, -3.500)
C (-2.597, -0.203, 1.292)
C (-1.342, -0.810, 3.372)
C (-1.643, 1.598, 2.748)
C (1.118, -0.291, -2.203)
C (-1.436, 0.180, 2.210)
P (0.155, 0.143, 1.196)
H (1.311, 1.766, -3.882)
H (2.729, 1.088, -4.835)
H (2.888, -1.644, -4.493)
H (2.957, -2.026, -2.770)
H (4.040, -0.811, -3.458)
H (-2.623, 0.445, 0.417)
H (-2.494, -1.231, 0.953)
H (-3.545, -0.108, 1.820)
H (-2.274, -0.813, 3.935)
H (-0.535, -0.538, 4.051)
H (-1.161, -1.819, 3.005)
H (-2.584, 1.654, 3.296)
H (-0.837, 1.878, 3.422)
H (-1.677, 2.317, 1.931)
H (1.112, -1.157, -1.567)
H (0.389, 0.471, -1.993)
H (0.975, 0.310, 2.321)

Mulliken population analysis, charges in e, atoms 1 to 8: atom 1 (C): -1.14, atom 2 (C): 1.32, atom 3 (C): -1.19, atom 4 (C): -1.66, atom 5 (C): -1.61, atom 6 (C): -1.58, atom 7 (C): -1.10, atom 8 (C): 1.12

Entry 6:
Computed, not measured: a single C8H18 molecule, with the ωB97M-V functional and the def2-TZVPD basis.

## Properties
M ... 114.23 g mol⁻¹
SMILES string ... CC[C@@H](C)[C@H](C)CC
HOMO ... -9.1 eV
Net charge ... 0
Energy relative to the best compared isomer or geometry (same formula, charge and spin) ... 21.7 kcal/mol
Total energy ... -315.5787 hartree

CARTESIAN COORDINATES (ANGSTROEM)
C (2.455, 0.429, -2.074)
C (1.088, 0.819, -1.542)
C (0.729, -0.113, -0.099)
C (1.530, 0.425, 1.067)
C (-0.741, -0.021, -0.019)
C (-1.337, 1.289, 0.452)
C (-1.139, -1.295, 1.120)
C (-2.599, -1.679, 0.967)
H (3.236, 0.621, -1.339)
H (2.481, -0.631, -2.328)
H (2.703, 0.990, -2.978)
H (1.065, 1.871, -1.254)
H (0.326, 0.655, -2.306)
H (1.042, -1.129, -0.351)
H (1.335, -0.154, 1.968)
H (2.595, 0.350, 0.853)
H (1.306, 1.471, 1.264)
H (-1.204, -0.344, -0.954)
H (-2.419, 1.196, 0.536)
H (-1.130, 2.083, -0.263)
H (-0.953, 1.582, 1.426)
H (-0.939, -0.905, 2.118)
H (-0.502, -2.166, 0.958)
H (-3.256, -0.839, 1.193)
H (-2.807, -2.008, -0.052)
H (-2.865, -2.499, 1.638)

Mulliken population analysis, charges in e, atoms 1 to 8: atom 1 (C): -1.27, atom 2 (C): -0.52, atom 3 (C): 0.13, atom 4 (C): -1.58, atom 5 (C): 0.13, atom 6 (C): -1.58, atom 7 (C): -0.52, atom 8 (C): -1.27

Entry 7:
Computed, not measured: a molecular structure, C8H18BGaNO, with the ωB97M-V functional and the def2-TZVPD basis.

## Properties
M ... 224.77 g mol⁻¹
HOMO ... -3.2 eV
Net charge ... -1
Total energy ... -2395.1069 hartree

CARTESIAN COORDINATES (ANGSTROEM)
C (-1.250, 3.369, -0.003)
C (-0.147, 2.908, -0.790)
Ga (0.475, 0.971, -0.442)
C (1.536, 0.758, 1.311)
C (1.462, -0.357, 2.142)
C (1.553, 0.118, -1.981)
C (1.596, -1.463, -1.674)
N (2.945, -2.060, -1.899)
B (-1.294, -0.182, -0.256)
O (-1.670, -1.057, -1.340)
C (-2.154, 0.014, 1.107)
C (-2.461, -1.394, 1.818)
H (-2.244, 2.843, -0.113)
H (-1.105, 4.192, 0.751)
H (0.330, 3.630, -1.532)
H (2.195, 1.627, 1.632)
H (1.077, -1.361, 1.812)
H (1.763, -0.200, 3.224)
H (0.979, 0.240, -2.954)
H (2.619, 0.488, -2.056)
H (0.835, -1.938, -2.349)
H (1.328, -1.649, -0.580)
H (3.642, -1.683, -1.259)
H (2.837, -3.073, -1.769)
H (-2.627, -0.920, -1.484)
H (-1.540, 0.638, 1.825)
H (-3.088, 0.600, 0.846)
H (-2.480, -2.243, 1.075)
H (-3.460, -1.275, 2.342)
H (-1.653, -1.540, 2.594)

Mulliken population analysis, charges in e, atoms 1 to 8: atom 1 (C): -0.60, atom 2 (C): -0.45, atom 3 (Ga): -0.08, atom 4 (C): -0.25, atom 5 (C): -0.53, atom 6 (C): -0.79, atom 7 (C): 0.14, atom 8 (N): -0.79

Entry 8:
Computed, not measured: a molecular structure, C8H18Br3IN4O2P, with the ωB97M-V functional and the def2-TZVPD basis.

## Properties
M ... 599.85 g mol⁻¹
HOMO ... -12.9 eV
Net charge ... +1
Total energy ... -9045.9479 hartree

CARTESIAN COORDINATES (ANGSTROEM)
C (-3.645, -2.696, 0.091)
C (-2.561, -2.300, -0.924)
C (-1.897, -0.970, -0.587)
I (-3.100, 0.642, -1.430)
N (-0.530, -0.880, -1.127)
C (0.369, -0.160, -0.316)
N (0.230, 1.161, -0.177)
C (0.921, 1.948, 0.872)
O (0.123, 3.031, 1.213)
C (-0.899, 2.925, 2.133)
C (-1.142, 1.617, 2.824)
O (-1.561, 3.895, 2.327)
N (1.383, -0.831, 0.198)
P (1.692, -2.555, -0.068)
N (2.637, -2.834, -1.245)
H (-4.581, -2.904, -0.425)
H (-3.856, -1.902, 0.804)
H (-3.374, -3.611, 0.610)
H (-1.793, -3.065, -1.034)
H (-3.019, -2.206, -1.908)
H (-1.875, -0.806, 0.488)
H (-0.506, -0.471, -2.056)
H (-0.741, 1.460, -0.279)
H (1.189, 1.328, 1.730)
H (1.838, 2.343, 0.443)
H (-0.240, 1.073, 3.097)
H (-1.674, 1.853, 3.741)
H (-1.761, 0.960, 2.213)
H (2.078, -0.329, 0.737)
H (2.227, -2.803, 1.194)
H (0.408, -3.092, -0.048)
H (2.225, -3.388, -1.986)
C (4.397, 2.768, -2.166)
Br (3.732, 1.190, -1.257)
Br (4.995, 2.338, -3.928)
Br (3.068, 4.152, -2.157)
H (5.245, 3.118, -1.597)

Mulliken population analysis, charges in e, atoms 1 to 8: atom 1 (C): -1.17, atom 2 (C): -0.16, atom 3 (C): -1.03, atom 4 (I): 0.21, atom 5 (N): -0.09, atom 6 (C): 0.28, atom 7 (N): 0.18, atom 8 (C): -0.64

- What is the M in the sixth record?
  114.23 g mol⁻¹

Copy entry 4 word for word.
Computed, not measured: a molecular structure, C8H17NO5PbS2, with the ωB97M-V functional and the def2-TZVPD basis.

## Properties
M ... 478.56 g mol⁻¹
HOMO ... -14.8 eV
Net charge ... +2
Total energy ... -1734.4640 hartree

CARTESIAN COORDINATES (ANGSTROEM)
O (-1.012, 2.041, 1.812)
C (-1.451, 1.450, 0.931)
N (-1.515, 1.968, -0.375)
C (-0.247, 1.798, -1.095)
C (1.001, 2.438, -0.385)
C (2.271, 1.963, -1.205)
C (3.057, 0.810, -0.457)
S (2.790, -0.878, -1.081)
O (3.907, -1.720, -0.814)
O (1.626, -1.479, -0.299)
O (2.379, -0.964, -2.627)
O (-1.972, 0.182, 1.255)
C (-2.000, -0.692, 0.104)
C (-2.207, -2.219, 0.498)
C (-2.275, -2.463, 2.038)
S (-4.006, -2.251, 2.655)
H (-2.323, 1.625, -0.884)
H (-0.011, 0.743, -1.380)
H (-0.352, 2.350, -2.059)
H (0.986, 3.543, -0.474)
H (1.152, 2.150, 0.672)
H (1.975, 1.661, -2.235)
H (2.988, 2.802, -1.347)
H (4.159, 0.980, -0.447)
H (2.737, 0.840, 0.607)
H (2.784, -0.197, -3.079)
H (-2.787, -0.324, -0.579)
H (-0.985, -0.640, -0.371)
H (-3.073, -2.612, -0.070)
H (-1.306, -2.806, 0.114)
H (-1.558, -1.826, 2.628)
H (-1.980, -3.530, 2.225)
H (-3.870, -2.685, 3.954)
Pb (1.114, -2.058, 1.772)

Mulliken population analysis, charges in e, atoms 1 to 8: atom 1 (O): -0.40, atom 2 (C): 0.38, atom 3 (N): -0.23, atom 4 (C): -0.64, atom 5 (C): -0.58, atom 6 (C): -0.60, atom 7 (C): -0.58, atom 8 (S): 1.15

Repeat the fourth record exactly.
Computed, not measured: a molecular structure, C8H17NO5PbS2, with the ωB97M-V functional and the def2-TZVPD basis.

## Properties
M ... 478.56 g mol⁻¹
HOMO ... -14.8 eV
Net charge ... +2
Total energy ... -1734.4640 hartree

CARTESIAN COORDINATES (ANGSTROEM)
O (-1.012, 2.041, 1.812)
C (-1.451, 1.450, 0.931)
N (-1.515, 1.968, -0.375)
C (-0.247, 1.798, -1.095)
C (1.001, 2.438, -0.385)
C (2.271, 1.963, -1.205)
C (3.057, 0.810, -0.457)
S (2.790, -0.878, -1.081)
O (3.907, -1.720, -0.814)
O (1.626, -1.479, -0.299)
O (2.379, -0.964, -2.627)
O (-1.972, 0.182, 1.255)
C (-2.000, -0.692, 0.104)
C (-2.207, -2.219, 0.498)
C (-2.275, -2.463, 2.038)
S (-4.006, -2.251, 2.655)
H (-2.323, 1.625, -0.884)
H (-0.011, 0.743, -1.380)
H (-0.352, 2.350, -2.059)
H (0.986, 3.543, -0.474)
H (1.152, 2.150, 0.672)
H (1.975, 1.661, -2.235)
H (2.988, 2.802, -1.347)
H (4.159, 0.980, -0.447)
H (2.737, 0.840, 0.607)
H (2.784, -0.197, -3.079)
H (-2.787, -0.324, -0.579)
H (-0.985, -0.640, -0.371)
H (-3.073, -2.612, -0.070)
H (-1.306, -2.806, 0.114)
H (-1.558, -1.826, 2.628)
H (-1.980, -3.530, 2.225)
H (-3.870, -2.685, 3.954)
Pb (1.114, -2.058, 1.772)

Mulliken population analysis, charges in e, atoms 1 to 8: atom 1 (O): -0.40, atom 2 (C): 0.38, atom 3 (N): -0.23, atom 4 (C): -0.64, atom 5 (C): -0.58, atom 6 (C): -0.60, atom 7 (C): -0.58, atom 8 (S): 1.15

- What is the formula in the second record?
  C8H17N5O3